[1]
{"formula": "C9H14", "method": "ωB97M-V/def2-TZVPD", "symbols": ["H", "C", "H", "C", "C", "H", "C", "C", "H", "H", "H", "H", "H", "H", "C", "H", "C", "H", "C", "H", "H", "H", "C"], "positions_angstrom": [[-1.4491, 1.4746, 2.6881], [-1.1543, -0.1052, 1.4046], [3.2255, 1.0313, 0.5588], [-2.0657, 1.4215, -0.6288], [-1.8817, 0.0156, -0.8456], [-2.2775, 3.0345, 0.7286], [-1.5273, -0.7857, 0.1606], [-1.4422, -2.2756, 0.1041], [2.0093, 1.1795, -0.6876], [-2.3200, 1.9442, -1.5540], [-1.5764, -2.6491, 1.1322], [2.0981, -0.3010, 0.4706], [4.6851, -0.1448, -0.8823], [-2.4529, -0.4219, -1.6987], [-2.0737, 2.1370, 0.5874], [3.1707, -1.3325, -1.1219], [3.6492, -0.2693, -1.1716], [-0.8541, -0.7149, 2.1659], [-1.5038, 1.2784, 1.6357], [-0.4409, -2.4942, -0.2582], [-2.1903, -2.7505, -0.5260], [3.5827, 0.2671, -2.1398], [2.7892, 0.4610, -0.1220]], "atomic_forces_ev_per_a": [[0.12, 1.00, 0.29], [-2.60, 2.71, -3.47], [2.38, 2.43, 2.86], [-0.78, 0.95, -0.64], [-2.31, 1.71, -0.96], [-1.93, 7.92, 0.96], [1.40, 0.66, 3.17], [0.07, 0.20, 0.69], [1.54, -1.57, 1.35], [-0.24, 0.14, 0.33], [0.24, -0.17, -0.47], [1.41, 1.59, -1.17], [0.32, -0.92, 0.08], [1.20, 0.48, 0.17], [4.29, -11.88, -0.74], [1.78, 1.68, -0.95], [-1.45, -0.35, 0.67], [0.89, -1.20, 2.20], [-0.37, -2.11, -1.34], [0.05, -0.55, 0.00], [0.02, 0.14, -0.19], [-0.27, -0.86, 0.34], [-5.74, -2.00, -3.17]], "nbo_charge": [0.208, -0.220, 0.191, -0.165, -0.253, 0.190, 0.008, -0.635, 0.197, 0.199, 0.216, 0.194, 0.208, 0.211, -0.211, 0.217, -0.631, 0.194, -0.189, 0.226, 0.221, 0.210, -0.586], "e_above_lowest_ev": 2.819, "e_tot_ha": -351.226596, "smiles": "Cc1ccccc1.CC", "lumo_ev": 0.96, "gap_ev": 9.827, "spin_multiplicity": 1}

[2]
{"formula": "C4H6NO2", "method": "ωB97M-V/def2-TZVPD", "symbols": ["C", "H", "C", "H", "H", "H", "C", "H", "C", "H", "O", "O", "N"], "positions_angstrom": [[-0.7773, -0.3646, -1.6212], [-0.4898, -1.3816, -1.8916], [-0.4610, 1.0369, 0.5794], [-0.6116, 0.2823, -2.4863], [-1.8349, -0.3624, -1.3693], [0.2326, 1.7619, 1.0036], [0.0517, 0.1017, -0.4424], [-1.4917, 1.3853, 0.5218], [1.2753, -0.7145, 1.7133], [1.1119, 0.2109, -0.6945], [1.9673, 0.2693, 1.7816], [1.3022, -1.8733, 2.0278], [-0.2747, -0.3521, 0.8780]], "atomic_forces_ev_per_a": [[0.20, 0.05, 0.27], [-0.04, -0.10, -0.07], [0.04, 0.65, -0.07], [-0.05, 0.02, -0.08], [-0.14, -0.01, 0.02], [0.08, -0.11, 0.00], [0.05, 0.24, -0.72], [-0.06, -0.04, -0.02], [-2.28, 0.54, -0.92], [-0.08, 0.01, 0.17], [0.78, 0.91, 0.10], [0.08, -0.98, 0.21], [1.41, -1.19, 1.10]], "nbo_charge": [-0.608, 0.195, -0.289, 0.181, 0.197, 0.192, -0.107, 0.155, 0.935, 0.173, -0.741, -0.714, -0.569], "e_above_lowest_ev": 0.992, "e_tot_ha": -361.271234, "smiles": "C[C@H]1CN1C(=O)[O-]", "lumo_ev": 4.24, "gap_ev": 7.960, "total_charge": -1, "spin_multiplicity": 1}

[3]
{"formula": "C11H12N2", "method": "ωB97M-V/def2-TZVPD", "symbols": ["C", "H", "C", "H", "H", "H", "C", "H", "C", "H", "C", "H", "H", "H", "C", "C", "C", "C", "N", "C", "C", "H", "H", "H", "N"], "positions_angstrom": [[-0.6031, -3.3587, 1.6200], [0.9070, -3.5288, 0.0671], [0.1973, -2.8755, 0.6270], [-1.2313, 1.4970, 1.1848], [-0.6952, -4.3834, 1.6398], [-1.5832, -0.2647, 2.8595], [0.3419, -1.4786, 0.3548], [0.7694, 2.9191, -0.1179], [-0.4657, -0.5962, 1.1505], [0.5090, 1.3153, 1.5413], [-1.3992, -2.4731, 2.4795], [-1.9443, -2.8833, 3.2930], [-0.4358, 2.4857, -2.8192], [0.8512, 0.3391, -3.3492], [1.2484, 0.9775, -2.4955], [-1.2219, -1.1084, 2.2618], [0.7941, 0.2773, -1.0979], [-0.3136, 0.8922, 0.9706], [1.0258, -0.9588, -0.8096], [0.0854, 2.4500, -0.8441], [0.5784, 2.4246, -2.3352], [2.3512, 0.9817, -2.5151], [-0.8374, 3.0263, -0.8067], [1.2835, 3.2488, -2.3798], [-0.2120, 1.0748, -0.4795]], "atomic_forces_ev_per_a": [[-1.56, 3.08, 0.88], [-1.00, 0.31, 0.31], [2.09, 1.24, -1.19], [0.58, -0.81, 0.60], [-0.26, -2.18, 0.66], [-0.53, -0.84, 0.27], [-2.18, 1.23, 0.16], [0.21, -0.19, -0.27], [0.73, -1.79, 1.14], [0.49, 0.13, -0.02], [2.49, -0.14, -2.06], [-0.51, -0.14, 0.47], [1.67, 0.26, -0.60], [0.51, 0.97, 1.12], [-1.16, -0.31, 1.73], [0.69, 0.69, -1.26], [-1.29, -0.77, -1.77], [-1.87, -0.15, -1.18], [0.24, 0.29, 1.04], [-0.40, 0.33, -0.43], [-0.86, -1.73, 1.64], [-0.53, 0.15, -0.15], [-0.08, 0.17, 0.17], [-0.27, 0.11, -1.03], [2.80, 0.10, -0.22]], "nbo_charge": [-0.204, 0.223, -0.216, 0.208, 0.208, 0.206, 0.146, 0.169, -0.068, 0.184, -0.220, 0.217, 0.224, 0.242, -0.455, -0.193, 0.477, -0.238, -0.501, -0.206, -0.424, 0.232, 0.193, 0.226, -0.429], "e_above_lowest_ev": 1.433, "e_tot_ha": -535.830677, "smiles": "c1ccc2c(c1)CN1CCCC1=N2", "lumo_ev": 0.78, "gap_ev": 8.928, "spin_multiplicity": 1}

[4]
{"formula": "C3H8ClN3", "method": "ωB97M-V/def2-TZVPD", "symbols": ["Cl", "H", "H", "H", "H", "N", "H", "H", "H", "C", "C", "H", "C", "N", "N"], "positions_angstrom": [[3.2683, -0.0516, 0.5352], [2.6686, 1.5510, -1.0172], [-0.5900, -0.4957, -1.3816], [-2.0901, -2.2524, -0.8935], [-0.8560, 1.8196, 1.2203], [-2.2214, -1.9326, 0.0750], [2.6644, -0.0681, -1.6960], [-1.6878, -0.4685, 1.4084], [0.9158, 2.1710, 0.9614], [0.2746, 0.7671, -0.0044], [-1.6018, -0.8737, 0.3863], [-2.8328, -2.2243, 0.8712], [2.7026, 0.5217, -0.8885], [0.0496, 1.7108, 0.8428], [-0.6639, -0.1742, -0.4194]], "atomic_forces_ev_per_a": [[0.62, -0.23, -0.09], [0.05, 1.78, -0.22], [0.42, 0.03, 0.19], [-0.94, -0.86, 0.72], [-0.84, 1.15, 1.21], [-0.39, 0.26, 0.30], [-0.41, -2.48, -2.86], [-0.10, -0.35, -0.51], [0.20, 1.76, 1.30], [1.18, -0.68, -2.26], [3.05, 3.59, 0.17], [0.18, -0.86, -1.70], [-0.99, 1.06, 3.95], [0.36, -2.71, -1.68], [-2.40, -1.47, 1.48]], "nbo_charge": [0.282, 0.222, 0.445, 0.463, 0.428, -0.632, 0.211, 0.235, 0.456, 0.357, 0.411, 0.489, -0.048, -0.685, -0.632], "e_above_lowest_ev": 3.179, "e_tot_ha": -742.785603, "lumo_ev": -9.60, "gap_ev": 8.324, "total_charge": 2, "spin_multiplicity": 1}